No. 1
Computed, not measured: a structure of composition C11H48BCrO11 at a distorted geometry, with wB97M-V/def2-TZVPD.

```
72
C11H48BCrO11, DFT wB97M-V/def2-TZVPD
Cr -0.1936 -1.9883 0.3474
B 0.0676 0.1722 -0.1286
H -0.8033 0.1795 -0.8871
H 0.5797 1.1965 -0.0733
H -0.4118 -0.1152 0.8684
H 0.8586 -0.6119 -0.3924
C 2.9403 -2.0089 -1.4174
O 1.9117 -2.7808 -0.7906
H 3.9493 -2.3979 -1.2783
H 2.7890 -1.8444 -2.4869
H 2.9304 -1.0067 -0.9874
H 2.0041 -3.6687 -1.1655
C 0.7837 0.4606 -3.8600
O 0.7280 -0.9525 -3.7318
H 1.4987 0.8966 -3.1537
H 1.0946 0.7803 -4.8531
H -0.1591 0.9506 -3.6201
H 1.2538 -1.4014 -4.3979
C -2.2017 3.2896 0.0708
O -1.8294 4.2290 1.0562
H -2.9596 3.7072 -0.5947
H -1.3179 2.9865 -0.4896
H -2.5843 2.3641 0.5243
H -2.5689 4.4271 1.6366
C -3.3884 -2.4154 0.4297
O -2.2653 -1.5681 0.0845
H -3.5101 -3.2390 -0.2796
H -3.2248 -2.8487 1.4137
H -4.3169 -1.8519 0.3663
H -2.6891 -0.8808 -0.4971
C -0.8080 -2.7462 3.4447
O -0.9920 -1.8023 2.3796
H -1.1648 -3.7442 3.1810
H 0.2466 -2.8560 3.7068
H -1.3545 -2.4443 4.3351
H -1.3364 -0.9864 2.8072
C 1.7495 3.7891 1.6885
O 1.8426 3.3261 0.3272
H 2.2668 4.7441 1.7020
H 0.6996 3.9696 1.9306
H 2.2024 3.0699 2.3743
H 1.5076 2.4217 0.3101
C -1.3841 -3.0733 -2.4619
O -0.5638 -2.1298 -1.7287
H -1.9874 -2.5004 -3.1600
H -0.7534 -3.8467 -2.8922
H -2.0567 -3.5489 -1.7517
H -0.0167 -1.6034 -2.3791
C -2.9826 0.9383 -2.6677
O -3.4852 -0.1043 -1.8153
H -3.7494 1.6468 -2.9702
H -2.1286 1.4323 -2.2101
H -2.5961 0.4445 -3.5680
H -4.4167 -0.2461 -2.0115
C -1.1770 1.6402 3.1686
O -0.9344 0.4643 3.9961
H -2.2478 1.8567 3.2423
H -0.7122 2.5008 3.6506
H -0.8646 1.4723 2.1468
H -1.1237 0.7345 4.9001
C 4.2466 1.4845 -0.8777
O 5.2068 0.4262 -0.7948
H 4.1935 1.7249 -1.9374
H 3.2629 1.1630 -0.5132
H 4.5217 2.3716 -0.3069
H 5.4199 0.3129 0.1380
C 2.0597 -0.3693 2.2468
O 1.5805 -1.5744 1.5726
H 2.6094 -0.6145 3.1551
H 2.7977 0.1231 1.6072
H 1.2283 0.2980 2.4381
H 2.2284 -2.2239 1.8845
```

Results
Spin multiplicity: 4
Expectation value of S²: 3.803
Net charge: +2
Lowest unoccupied orbital energy (spin up / spin down) in eV: -9.475 / -7.813
Kohn-Sham gap (spin up / spin down) in eV: 5.0 / 6.7
Total energy in a.u.: -2344.0334

***

No. 2
Computed, not measured: a structure of composition C11H4N6PtS4 at a distorted geometry, with wB97M-V/def2-TZVPD.

```
26
C11H4N6PtS4, DFT wB97M-V/def2-TZVPD
Pt 0.6204 -0.3853 -1.3238
S -1.7186 0.0282 -1.3929
C -1.3892 1.5953 -0.7625
S 0.3145 1.8290 -0.6771
C -2.3473 2.5123 -0.3316
C -1.9852 3.7644 0.2258
N -1.7056 4.7808 0.6991
C -3.7332 2.2168 -0.4058
N -4.8670 2.0002 -0.4582
S 3.4613 -2.1666 -0.2063
C 2.4657 -1.6974 -1.4851
S 1.0559 -2.5704 -2.0768
C 2.5864 -0.4024 -2.1700
C 2.3594 -0.2867 -3.5903
N 2.2712 -0.1709 -4.7336
C 3.5439 0.5601 -1.6839
N 4.3302 1.3301 -1.3461
N -1.0402 -0.9814 3.1409
C -0.8031 -2.3119 2.8622
C -0.0906 -2.3166 1.6999
N 0.1014 -1.0322 1.2638
C -0.4743 -0.2577 2.1379
H -1.5817 -0.6108 3.8992
H -1.1570 -3.1013 3.5022
H 0.3101 -3.1443 1.1366
H -0.5274 0.8186 2.0765
```

Results
Spin multiplicity: 1
Net charge: -2
Lowest unoccupied orbital energy in eV: 4.628
Kohn-Sham gap in eV: 6.4
Total energy in a.u.: -2462.2986

***

No. 3
Computed, not measured: a structure of composition C11H5EuN2O5 at a distorted geometry, with wB97M-V/def2-TZVPD.

```
24
C11H5EuN2O5, DFT wB97M-V/def2-TZVPD
O 1.1127 3.3608 -6.5955
C 1.0985 3.3462 -5.4611
Eu 1.1153 1.1210 -1.3079
C 1.0743 1.4641 0.5072
O 1.0486 1.6778 1.6380
C 1.1392 -0.7233 -1.1828
O 1.1552 -1.8710 -1.1612
C 2.9551 1.1063 -1.4883
O 4.0907 1.0866 -1.6554
C -0.7147 1.0537 -1.5611
O -1.8418 1.0018 -1.7731
H 1.1504 0.8280 -2.8575
N 0.7090 -3.4133 3.8459
C 0.1385 -2.6848 3.1501
C -0.5639 -1.7630 2.2938
C -1.8798 -1.4426 2.5589
C -2.4923 -0.4744 1.7925
C -1.7960 0.1469 0.7510
N -0.4908 -0.2024 0.3670
C 0.1020 -1.1385 1.2327
H -2.4098 -1.8947 3.3890
H -3.5005 -0.1616 2.0349
H -2.3530 0.9613 0.3303
H 1.1532 -1.3840 1.1518
```

Results
Spin multiplicity: 7
Expectation value of S²: 12.053
Net charge: +2
Lowest unoccupied orbital energy (spin up / spin down) in eV: -11.740 / -11.449
Kohn-Sham gap (spin up / spin down) in eV: 5.6 / 6.0
Total energy in a.u.: -1616.6602

***

No. 4
Computed, not measured: a cluster of 20 separate species, C11H62NO19 in total at a distorted geometry, with wB97M-V/def2-TZVPD.

```
93
C11H62NO19, DFT wB97M-V/def2-TZVPD
C 32.6830 30.5460 47.3550
C 32.1000 29.1190 47.6440
C 30.8910 28.6500 46.8750
C 30.1950 27.4330 47.4490
N 28.7570 27.2060 46.9700
C 27.8360 28.0370 47.5700
C 26.8310 27.1560 48.3790
C 27.7330 25.9520 48.5910
C 28.5080 25.7470 47.3740
C 28.6610 27.3010 45.3450
C 29.7630 26.4300 44.6690
C 29.5710 26.5390 43.0300
H 33.8030 30.4800 47.7380
H 32.2850 31.3670 47.8960
H 32.7760 30.5390 46.2280
H 32.0170 28.9310 48.6880
H 32.7330 28.5060 47.4680
H 31.2280 28.7200 45.7100
H 30.0790 29.4050 47.2510
H 30.2840 27.7610 48.5060
H 30.9570 26.7930 47.3280
H 27.3450 28.6420 46.7880
H 28.1440 28.8240 48.3040
H 26.2110 26.8230 47.5380
H 26.6980 27.5940 49.4260
H 27.1040 25.1610 49.0890
H 28.2340 25.9020 49.5650
H 27.7620 25.3190 46.6210
H 29.3270 25.1140 47.7040
H 28.3660 28.4110 44.9870
H 27.6430 26.7820 45.1580
H 29.5690 25.3870 44.8410
H 30.8130 26.8320 44.9840
H 30.2670 27.1950 42.6460
H 28.6830 26.6530 42.6990
H 29.6750 25.4590 42.6610
O 30.7050 27.3260 51.1040
H 30.0250 26.7580 51.5400
H 30.3180 28.1060 50.6140
O 30.3060 30.1830 50.3670
H 30.6610 30.4170 49.5270
H 30.8490 30.7480 50.9100
O 28.7560 31.3930 44.9220
H 28.8550 31.4990 45.8490
H 29.5910 31.5270 44.6480
O 24.7780 27.6610 45.0120
H 24.6480 28.0870 45.8960
H 24.9990 26.7420 45.4520
O 31.9250 23.9640 47.7780
H 32.1360 23.6590 46.9570
H 30.9280 23.6160 47.9210
O 36.1490 31.7650 48.7300
H 35.9170 30.9850 49.3120
H 36.5750 31.0790 48.1610
O 29.6390 22.3550 48.6900
H 29.3770 21.9540 49.4630
H 30.0290 21.3660 48.3960
O 32.9100 25.5950 50.1950
H 32.2140 26.1260 50.4360
H 32.4920 25.2630 49.2980
O 28.5280 25.5030 52.0980
H 27.7960 24.9100 52.1040
H 29.2370 24.9360 52.2040
O 34.1820 28.5700 44.8170
H 33.4530 29.0540 44.5490
H 34.7070 28.7500 43.9380
O 29.2510 27.4670 39.7110
H 30.0690 27.3110 39.9870
H 29.6080 28.0440 38.8920
O 32.2430 23.5380 44.9130
H 32.9500 24.2230 44.9770
H 31.6790 23.6810 44.1000
O 32.2140 29.9300 43.5110
H 31.9280 29.4540 42.6790
H 31.6040 30.7030 43.6330
O 27.2450 29.4910 51.4870
H 27.5830 29.3830 52.2780
H 27.7680 30.2030 50.9950
O 28.2900 22.5360 43.3140
H 29.1660 22.7390 42.7940
H 28.0430 21.8380 42.7280
O 28.0420 31.3360 48.9110
H 27.6770 32.2060 49.0390
H 27.3320 30.9090 48.4860
O 25.7430 26.9310 51.4660
H 25.8890 25.9540 51.3410
H 26.5150 27.4070 51.6670
O 36.5320 29.6760 46.8530
H 36.4020 28.9280 47.5210
H 36.0060 29.5440 46.1440
O 32.0800 28.4920 41.2560
H 32.2010 29.1010 40.4740
H 32.9550 27.8790 41.1740
```

Results
Spin multiplicity: 1
Net charge: +1
Lowest unoccupied orbital energy in eV: -2.567
Kohn-Sham gap in eV: 9.8
Total energy in a.u.: -1939.9959

***

No. 5
Computed, not measured: a cluster of 22 separate species, C11H64BrN2O25P in total at a distorted geometry, with wB97M-V/def2-TZVPD.

```
104
C11H64BrN2O25P, DFT wB97M-V/def2-TZVPD
C 1.4781 2.3533 -1.4709
C 2.6273 1.3448 -1.2776
C 2.4665 0.0597 -2.0662
O 1.0792 -0.4056 -2.1650
C 0.6549 -1.1404 -1.1486
O 1.0326 -1.0346 -0.0068
N -0.2945 -2.1132 -1.5745
C -1.4812 -1.5848 -2.3105
C -2.0260 -0.2309 -1.8423
C -3.4590 -0.0190 -2.3798
C -3.7133 1.3898 -2.9208
N -3.4769 2.4986 -1.9796
C -2.1344 3.0898 -1.9951
C -4.1130 2.3008 -0.7552
C -3.3913 2.4129 0.5626
O -5.3074 2.0454 -0.7878
P -0.6683 -3.3512 -0.4646
O 0.7968 -3.7205 0.0962
Br -1.7434 -2.4303 1.3557
H 0.8249 2.0628 -2.2950
H 0.8554 2.4086 -0.5760
H 1.8651 3.3489 -1.6794
H 3.5704 1.7991 -1.5643
H 2.7021 1.0885 -0.2211
H 2.7813 0.2113 -3.0949
H 3.0676 -0.7521 -1.6593
H -1.1673 -1.4815 -3.3508
H -2.2554 -2.3539 -2.2866
H -1.3729 0.5416 -2.2472
H -2.0109 -0.1831 -0.7535
H -3.5997 -0.6983 -3.2282
H -4.2042 -0.3135 -1.6384
H -3.0994 1.5372 -3.8080
H -4.7534 1.4583 -3.2463
H -1.4291 2.6304 -1.3056
H -2.2049 4.1589 -1.7927
H -1.7205 2.9897 -2.9978
H -3.1378 1.4191 0.9362
H -4.0827 2.8526 1.2737
H -2.5052 3.0373 0.5519
H 0.7127 -4.4087 0.7848
O 1.9939 -3.1366 -3.7610
H 1.1518 -2.9077 -3.3507
H 1.7709 -3.3097 -4.6810
O 2.3696 -5.9359 0.9579
H 2.7786 -5.2104 0.4702
H 1.9188 -6.4780 0.2976
O 1.3180 -2.7315 2.6044
H 1.8583 -2.0783 3.0653
H 1.0046 -2.2776 1.8106
O 3.3549 -1.2346 4.0812
H 3.2358 -2.0126 4.6438
H 4.3054 -1.1664 3.9402
O 2.7606 1.0214 2.3942
H 1.9807 0.9420 1.8319
H 2.6624 0.3177 3.0539
O -3.2983 5.0954 2.2693
H -4.0109 4.9597 2.9024
H -3.5074 5.9383 1.8532
O -2.1317 7.8410 0.9258
H -1.2173 7.6234 1.1379
H -2.1604 7.8748 -0.0352
O -2.4410 -5.8144 0.9380
H -2.5108 -4.9156 0.5964
H -2.2498 -5.7039 1.8772
O 2.9157 0.9485 -5.3104
H 3.2789 0.5600 -6.1130
H 2.1227 0.4311 -5.1335
O -3.9982 -0.2575 2.8547
H -3.4703 -0.7728 2.2332
H -4.5364 0.3127 2.2919
O 3.6067 3.2469 4.0688
H 3.8838 3.9873 3.5212
H 3.1321 2.6593 3.4628
O -7.4865 0.0907 -0.4728
H -6.9058 0.8287 -0.6946
H -7.6091 -0.3808 -1.3019
O 3.9121 -2.6188 0.5586
H 2.9560 -2.5478 0.4461
H 4.0175 -3.0141 1.4300
O 5.0871 2.1592 1.0831
H 5.7039 2.0165 1.8083
H 4.2977 1.6679 1.3570
O 5.6613 1.2053 -2.2909
H 6.5979 0.9866 -2.3256
H 5.3637 1.1309 -3.2051
O -2.7939 7.7280 3.8641
H -1.9123 7.5173 4.1840
H -2.7124 7.7607 2.9047
O -3.9431 -2.6007 4.7450
H -3.9410 -1.7049 4.3823
H -3.7988 -2.4785 5.6875
O 7.0927 4.3750 0.2325
H 7.7306 4.2928 0.9467
H 6.3423 3.8299 0.5017
O -0.1059 -7.3849 -0.0643
H -0.4444 -7.5988 -0.9388
H -0.8408 -6.9225 0.3696
O -0.8384 -4.7591 -3.7651
H -0.3489 -5.1009 -3.0088
H -1.7093 -5.1621 -3.6856
O 1.8796 -4.6675 4.6905
H 2.3924 -5.1768 4.0536
H 1.3213 -4.1054 4.1382
```

Results
Spin multiplicity: 1
Lowest unoccupied orbital energy in eV: -0.232
Kohn-Sham gap in eV: 9.5
Total energy in a.u.: -5363.4871

***

No. 6
Computed, not measured: a structure of composition C11H6KN4O5, with wB97M-V/def2-TZVPD.

```
27
C11H6KN4O5, DFT wB97M-V/def2-TZVPD
K 0.0185 -0.3245 0.2393
N 0.2305 2.6702 3.8531
C -0.2991 2.3369 2.6305
O 0.3393 1.6093 1.8493
C -1.6022 2.8227 2.3039
C -2.1581 2.3572 1.0941
N -2.5878 1.9826 0.0871
C -2.3041 3.6943 3.1573
N -2.8123 4.4341 3.8887
H 1.2226 2.5375 3.9419
H -0.1854 3.4268 4.3703
O 0.1735 -1.9511 -1.8467
C 0.4075 -2.9510 -1.1295
O 0.4758 -2.9827 0.1207
C 0.6372 -4.2720 -1.8643
C 0.8953 -5.4364 -1.1501
C 1.1090 -6.6356 -1.8088
C 1.0596 -6.6432 -3.1931
C 0.8030 -5.5003 -3.9325
C 0.5913 -4.3125 -3.2535
N 1.2898 -7.9098 -3.9040
O 1.5085 -8.9072 -3.2407
O 1.2514 -7.8987 -5.1208
H 0.9249 -5.3772 -0.0709
H 1.3113 -7.5517 -1.2747
H 0.7731 -5.5552 -5.0103
H 0.3856 -3.3930 -3.7839
```

Results
Spin multiplicity: 1
Net charge: -1
Lowest unoccupied orbital energy in eV: 1.639
Kohn-Sham gap in eV: 6.9
Total energy in a.u.: -1618.0603